Entry from the Open Molecules 2025 dataset: a structure of composition C15H35CaN4O9P in a non-equilibrium geometry (ωB97M-V with the def2-TZVPD basis set).

Summary:
* lowest unoccupied orbital energy: -0.72 eV
* HOMO: -4.9 eV
* ΔE to the lowest compared entry with this formula, charge and spin: 0.0 kcal/mol
* DFT total energy: -2507.54338 Eh
* max |F|: 3.71 eV/Å

```
! RIJCOSX wB97M-V def2-TZVPD def2/J DEFGRID3
* xyz 0 1
O -1.0432 -0.2028 -5.5833
H -0.7809 0.0484 -6.4931
Ca -1.0466 0.5021 -2.0944
N -0.2376 1.9284 -0.2607
N 0.9310 1.6559 -2.4552
N -1.8402 -0.9095 -0.4304
N -1.0504 -1.7719 -2.7061
O -0.6892 1.7721 0.9310
O -2.3420 -0.3557 0.7420
O -0.5327 -2.2548 -3.9144
O 1.4516 1.3708 -3.5871
C 1.3889 2.7183 -1.7351
C 0.7097 2.8872 -0.4937
C -2.0992 -2.2022 -0.6397
C -1.5741 -2.7012 -1.9009
C 0.9672 4.0247 0.4329
H 1.3248 3.6866 1.4137
H 0.0494 4.6114 0.5768
H 1.7243 4.6934 0.0078
C 2.4764 3.5708 -2.2696
H 2.2670 3.8296 -3.3166
H 3.4278 3.0197 -2.2450
H 2.5848 4.4903 -1.6896
C -2.8896 -3.0723 0.2831
C -1.7435 -4.1423 -2.2545
H -3.4464 -2.4475 0.9872
H -2.2461 -3.7575 0.8578
H -3.5972 -3.6914 -0.2871
H -1.0317 -4.4396 -3.0264
H -2.7655 -4.3305 -2.6181
H -1.6040 -4.7711 -1.3653
H -1.7231 0.4401 0.8895
H -0.6787 -1.5054 -4.5650
C -1.7533 0.8831 -4.9653
H -1.0357 1.5835 -4.5067
H -2.4400 0.4453 -4.2161
H -2.3717 1.4376 -5.6903
O -3.1317 1.7167 -1.6368
H -3.8863 1.2089 -1.2837
H -3.1518 2.5657 -1.1560
C -0.1758 -3.4139 3.1614
C -0.7635 -2.0372 3.0291
O -0.1638 -1.2699 1.9356
P 1.4460 -1.2620 1.5898
O 2.0858 -1.2903 3.0877
C 1.6489 -0.5655 4.2827
C 0.7642 0.6346 4.1063
O 1.7220 0.3198 1.1872
C 3.0758 0.8228 1.0468
C 3.4504 1.7474 2.1665
H 0.8870 -3.3518 3.4356
H -0.7106 -3.9702 3.9443
H -0.2795 -3.9605 2.2143
H -1.8320 -2.0812 2.7798
H -0.6615 -1.4480 3.9511
H 1.1668 -1.3104 4.9219
H 2.5904 -0.2746 4.7584
H -0.0130 0.5009 3.3474
H 0.2578 0.8325 5.0615
H 1.3561 1.5239 3.8659
H 3.8005 0.0006 0.9586
H 3.0579 1.3594 0.0938
H 3.6482 1.1910 3.0889
H 4.3824 2.2588 1.8991
H 2.6891 2.5092 2.3510
*
```


Entry from the Open Molecules 2025 dataset: a structure of composition C35H25BCl2F4LaN4O2P in a non-equilibrium geometry (ωB97M-V with the def2-TZVPD basis set).

Summary:
* lowest unoccupied orbital energy: -6.35 eV
* HOMO: -13.9 eV
* ΔE to the lowest compared entry with this formula, charge and spin: 14.9 kcal/mol
* DFT total energy: -3435.67670 Eh
* max |F|: 2.62 eV/Å

```
! RIJCOSX wB97M-V def2-TZVPD def2/J DEFGRID3
* xyz 2 1
La -0.5944 -0.1892 -0.8092
O -4.8056 -4.5571 4.3721
N -3.6272 -4.5078 4.1463
O -2.7345 -4.9256 4.8358
C -3.2522 -3.8684 2.8787
C -4.0385 -4.1197 1.8024
C -3.7196 -3.5834 0.5231
C -4.4596 -3.8927 -0.6329
C -4.0420 -3.4005 -1.8476
C -2.8910 -2.6116 -1.8958
N -2.2152 -2.2332 -0.8166
C -2.6211 -2.7027 0.3889
C -1.8823 -2.3176 1.5697
N -0.9679 -1.3235 1.4628
C -0.2210 -1.0418 2.5241
C -0.2941 -1.7488 3.7210
C -1.2625 -2.7133 3.8739
C -2.1238 -2.9890 2.7967
H -4.9085 -4.7518 1.9103
H -5.3269 -4.5298 -0.5595
H -4.5821 -3.6204 -2.7551
H -2.4900 -2.2926 -2.8523
H 0.4746 -0.2133 2.4244
H 0.3935 -1.5199 4.5163
H -1.3650 -3.2580 4.8015
Cl 1.6531 -2.0616 -0.0546
C 2.9348 -1.3525 0.9042
C 3.8910 -2.1760 1.4674
C 4.9281 -1.5981 2.1871
C 5.0038 -0.2201 2.3217
C 4.0421 0.5949 1.7484
C 2.9825 0.0369 1.0347
P 1.8590 1.0226 -0.0354
C 1.9153 2.7364 0.5595
C 1.7872 3.0347 1.9166
C 1.8213 4.3545 2.3335
C 1.9757 5.3753 1.4063
C 2.0653 5.0808 0.0544
C 2.0022 3.7681 -0.3754
C 2.9806 0.9708 -1.4778
C 2.7522 0.0278 -2.4757
C 3.6011 -0.0464 -3.5637
C 4.6735 0.8258 -3.6671
C 4.9076 1.7564 -2.6667
C 4.0798 1.8216 -1.5606
H 3.8500 -3.2440 1.3217
H 5.6879 -2.2208 2.6318
H 5.8345 0.2265 2.8464
H 4.1310 1.6682 1.8406
H 1.6794 2.2336 2.6369
H 1.7185 4.5884 3.3814
H 2.0060 6.4010 1.7385
H 2.1722 5.8796 -0.6634
H 2.0267 3.5415 -1.4316
H 1.8844 -0.6308 -2.4178
H 3.4144 -0.7788 -4.3309
H 5.3201 0.7837 -4.5303
H 5.7375 2.4420 -2.7486
H 4.2751 2.5502 -0.7840
Cl -5.1642 3.3326 0.2366
C -4.5609 2.2772 -0.9735
C -5.0158 2.3415 -2.2890
C -4.4728 1.4646 -3.2101
C -3.4805 0.5834 -2.8030
N -3.0156 0.5319 -1.5474
C -3.5671 1.3577 -0.6516
H -5.7582 3.0682 -2.5785
H -4.8037 1.4813 -4.2366
H -3.0298 -0.0841 -3.5275
H -3.2021 1.3032 0.3720
F -1.3357 2.1217 -3.8238
B -0.3791 1.6705 -3.0378
F -0.6754 1.9658 -1.6128
F 0.8946 1.9707 -3.2501
F -0.4705 0.1335 -2.9929
*
```